Entry 1:
C33H32F6NO3P2PtS | ωB97M-V/def2-TZVPD

Atoms and positions in Å:
Pt -0.51987 -1.11555 -1.14945
S 3.67534 7.07521 -1.62141
P -1.10768 -5.07702 -1.26003
P -0.54128 -1.10964 1.22924
F -0.77834 -6.62559 -1.13571
F -1.39566 -3.43679 -1.41873
F -2.16948 -5.12522 -0.06422
F -2.25671 -5.33876 -2.34251
F -0.01849 -4.92295 -2.48980
F 0.07863 -4.70493 -0.21334
O 1.66503 -2.73529 -2.33760
O -2.47254 -0.76920 -1.49113
O 6.02763 7.76801 -0.83673
N 1.30882 -2.31932 -1.07355
C 2.50479 3.31303 -2.52148
C 2.90380 5.47609 -1.55089
C 5.59694 5.48477 -0.26583
C 0.37839 0.67940 -1.34302
C -1.96869 1.23405 1.13708
C -1.29719 -3.47084 2.48571
C 3.45039 -2.03605 1.80585
C 3.54781 -1.95853 3.18235
C -2.21727 -4.34175 3.04336
C 1.40879 3.93560 -0.46550
C 3.12086 4.54798 -2.56448
C 0.98852 1.72630 -1.42299
C -3.03790 -1.82565 2.20461
C -4.50721 -0.86501 -2.69073
C 5.28255 6.82786 -0.86236
C 1.20071 -1.50423 3.29081
C 1.09036 -1.53603 1.90197
C -2.33172 -1.53220 -3.77193
C 1.64258 2.99044 -1.47081
C 2.40977 -1.71190 3.93371
C 2.30058 -2.15843 -0.28833
C -1.46677 3.27068 2.30753
C -3.01241 -0.57704 -2.78831
C 2.23308 -1.84838 1.13797
C -2.74021 0.87935 -3.17614
C -2.26824 2.55271 1.43185
C -3.95051 -2.70176 2.76319
C -0.06238 1.33789 2.59530
C -0.36046 2.66265 2.87976
C -0.87543 0.60569 1.73692
C 2.03498 5.16805 -0.50829
C -1.70107 -2.20197 2.07578
C -3.54161 -3.95932 3.18537
H -1.25235 -1.34889 -3.80187
H 3.77331 4.80255 -3.38981
H -1.69539 4.30441 2.53051
H 0.31379 -1.31188 3.88239
H 1.85640 5.89834 0.27019
H 0.81985 0.89576 3.03477
H 1.03941 -3.46994 -2.51796
H -4.98424 -0.74987 -3.66500
H -2.50213 -2.56903 -3.49103
H -0.27600 -3.79474 2.34353
H 6.61756 5.51409 0.10731
H 4.33036 -2.27539 1.22375
H 0.72999 3.69031 0.34042
H -3.11965 3.02527 0.96083
H -4.98034 -0.17513 -1.99170
H -1.66856 1.06388 -3.25681
H -2.56673 0.70040 0.40850
H -3.36994 -0.85104 1.87440
H -3.15090 1.55451 -2.42503
H -4.98576 -2.40417 2.86233
H -2.72569 -1.36154 -4.77429
H -3.21232 1.09790 -4.13475
H 3.28381 -2.38931 -0.68935
H 2.67448 2.58989 -3.30719
H -1.89951 -5.33030 3.34453
H 4.90429 5.28486 0.55272
H 0.28148 3.22026 3.54900
H -4.26016 -4.64594 3.61224
H 2.45824 -1.67809 5.01308
H 5.48079 4.68353 -0.99162
H 4.50290 -2.11291 3.66523
H -4.66823 -1.88417 -2.34234

- gap between HOMO and LUMO (alpha / beta) (eV) = 7.10 / 5.63
- LUMO energy (alpha / beta) (eV) = -0.9 / -2.9
- energy relative to the best compared isomer or geometry (same formula, charge and spin) (kcal/mol) = 5.39
- 2S+1 = 4
- ⟨S²⟩ = 3.77
- HOMO level (alpha / beta) (eV) = -7.96 / -8.56
- maximum force (eV/A) = 0.45


Entry 2:
C33H32IN3S6Tb | ωB97M-V/def2-TZVPD

Atoms and positions in Å:
Tb 0.05970 0.43690 -0.00710
I -3.22680 1.60380 -5.30230
S 4.13570 2.45250 -5.82970
S 0.16470 -2.54600 -0.15780
S 5.01130 -1.13530 5.42820
S -2.00590 1.81150 1.79420
S -1.07400 -1.04600 2.23320
S -2.66920 -0.64550 -0.71940
N 1.95170 0.75670 -1.41350
N 2.10790 0.21960 1.32020
N -1.05860 2.09540 -1.58020
C 2.99510 1.50950 -3.47540
C 1.89690 1.08760 -2.69970
C 3.25090 0.41200 0.59600
C -3.60060 1.43520 0.95610
C 2.80370 1.93950 -4.82600
C -2.05020 -0.39950 3.64420
C 3.16820 0.76850 -0.79330
C 1.60940 2.05940 -5.51770
C -1.98420 4.25600 -2.06950
C 4.61160 -0.17870 2.50920
C 1.77240 2.55710 -6.80990
C -2.69370 -2.45160 -0.33530
C 3.08250 2.81440 -7.11290
C 2.86820 -1.89120 6.60640
C 3.49720 -0.95470 4.57670
C 4.22170 -1.79890 6.77810
C -2.57760 3.77880 -3.22620
C -1.43980 -3.17430 -0.79530
C 2.45380 -1.41000 5.36160
C -0.65980 -2.79560 2.58790
C -1.61790 1.64660 -2.71730
C 5.70320 0.58760 0.43440
C 4.24250 1.49460 -2.84140
C 4.35120 1.10050 -1.50900
C -2.18100 1.11340 3.49390
C 2.22850 -0.16260 2.59180
C -2.38040 2.44200 -3.56550
C -3.84140 -0.00690 0.55720
C -1.23250 3.39540 -1.28240
C 4.53500 0.26990 1.19440
C 0.34440 -3.25560 1.53770
C 5.61580 1.01080 -0.84640
C 3.45010 -0.43370 3.24080
H -2.10440 5.28700 -1.77830
H -3.14140 1.45690 3.87560
H 0.96200 2.72520 -7.49490
H -3.60360 2.09170 0.08430
H 3.47420 3.20560 -8.03000
H -1.50170 -4.23040 -0.53150
H -1.32220 -3.09640 -1.87780
H 5.57540 -0.33280 2.97250
H -1.39900 1.63210 4.05060
H 6.50080 1.27120 -1.40340
H 0.64850 1.80100 -5.11150
H -2.86820 -2.56610 0.73410
H 4.79430 -2.09040 7.63720
H 0.92580 1.00840 -3.17570
H 6.66140 0.48650 0.91940
H -3.77720 -0.66660 1.41890
H -0.21830 -2.87400 3.58230
H 1.42610 -1.40710 5.04960
H 0.32070 -4.34070 1.44060
H 1.36000 -2.95050 1.80450
H -1.46030 0.60060 -2.96500
H 5.12670 1.77930 -3.39110
H -3.54380 -2.87240 -0.87640
H -4.39330 1.75860 1.63270
H -4.83840 -0.08490 0.11900
H 1.30500 -0.24520 3.15620
H -3.01940 -0.89640 3.63620
H -0.74490 3.75470 -0.37870
H 2.20720 -2.29320 7.35320
H -3.17150 4.42720 -3.85380
H -1.58370 -3.37670 2.56580
H -1.54090 -0.64980 4.57270

- gap between HOMO and LUMO (alpha / beta) (eV) = 4.51 / 6.12
- LUMO energy (alpha / beta) (eV) = -10.1 / -8.5
- 2S+1 = 7
- ⟨S²⟩ = 12.62
- HOMO level (alpha / beta) (eV) = -14.58 / -14.58
- maximum force (eV/A) = 1.27
- charge = +3